Record 1
Below is a structure of composition C31H43N2ORe in a non-equilibrium geometry, with properties calculated with ωB97M-V/def2-TZVPD.

Each line ends with the Löwdin charge.
Cartesian coordinates (Å):
C: 1.56 -0.74 -3.24  -0.35
C: 0.19 -0.36 -3.48  -0.35
C: -0.48 -1.48 -4.07  -0.33
C: 0.44 -2.59 -4.11  -0.35
C: 1.71 -2.12 -3.62  -0.37
Re: 0.24 -1.95 -2.13  1.53
C: -0.81 -2.74 1.11  -0.53
C: 0.48 -2.30 0.44  -0.13
H: 0.94 -1.45 0.94  0.09
C: 1.26 -2.97 -0.52  -0.22
H: 1.10 -4.00 -0.87  0.08
H: 2.29 -2.62 -0.55  0.08
C: -0.78 -2.39 2.61  -0.02
H: -0.71 -1.31 2.78  0.09
H: -1.68 -2.76 3.12  0.09
H: 0.09 -2.89 3.05  0.10
C: -1.04 -4.25 0.94  -0.01
H: -1.15 -4.50 -0.12  0.09
H: -0.19 -4.79 1.37  0.10
H: -1.95 -4.56 1.47  0.10
C: -0.42 0.95 -3.12  -0.01
H: -0.54 1.05 -2.03  0.07
H: 0.23 1.77 -3.45  0.10
H: -1.40 1.06 -3.58  0.09
C: -1.84 -1.44 -4.69  -0.03
H: -2.56 -0.94 -4.03  0.08
H: -1.82 -0.87 -5.63  0.11
H: -2.20 -2.44 -4.91  0.08
C: 0.17 -3.95 -4.67  -0.01
H: -0.88 -4.22 -4.54  0.08
H: 0.40 -3.97 -5.75  0.10
H: 0.80 -4.70 -4.18  0.09
C: 2.99 -2.89 -3.65  -0.02
H: 2.84 -3.91 -3.29  0.08
H: 3.37 -2.96 -4.68  0.10
H: 3.75 -2.40 -3.04  0.08
C: 2.67 0.17 -2.83  -0.03
H: 3.27 -0.27 -2.03  0.08
H: 3.35 0.36 -3.67  0.11
H: 2.27 1.13 -2.49  0.08
C: -1.79 -2.04 -1.05  -0.15
C: -1.89 -2.03 0.40  -0.33
C: -2.88 -2.42 -1.82  -0.10
C: -3.27 -2.13 0.95  0.03
H: -1.61 -0.93 0.06  0.19
C: -4.15 -2.48 -1.26  -0.02
H: -2.74 -2.73 -2.86  0.08
C: -4.35 -2.34 0.12  -0.05
H: -3.41 -2.01 2.03  0.12
H: -5.01 -2.66 -1.90  0.12
H: -5.36 -2.41 0.52  0.12
C: -0.50 6.46 5.08  -0.09
C: -0.17 4.99 5.19  -0.20
N: 0.24 4.37 3.93  -0.05
C: 1.07 5.21 3.04  -0.21
C: 2.41 5.57 3.64  -0.07
C: -0.24 3.12 3.63  -0.40
O: -1.12 2.59 4.32  0.05
C: 0.37 2.37 2.47  -0.11
C: 1.76 2.23 2.33  -0.01
C: 2.24 1.49 1.26  -0.03
C: 1.32 0.87 0.41  -0.17
N: -0.01 0.92 0.58  0.06
C: -0.48 1.66 1.60  -0.05
H: 0.39 7.08 4.94  0.06
H: -0.99 6.77 6.02  0.08
H: -1.21 6.65 4.26  0.09
H: 0.64 4.84 5.93  0.13
H: -1.04 4.43 5.55  0.12
H: 1.20 4.70 2.08  0.11
H: 0.50 6.13 2.86  0.11
H: 2.96 4.68 3.95  0.07
H: 3.02 6.09 2.89  0.08
H: 2.31 6.24 4.51  0.07
H: 2.44 2.69 3.06  0.12
H: 3.30 1.36 1.06  0.11
H: 1.68 0.26 -0.42  0.07
H: -1.56 1.70 1.73  0.13

Summary:
orbital gap (alpha / beta): 5.3 / 6.9 eV
LUMO level (alpha / beta): -3.5500 / -3.7964 eV
multiplicity: 4
HOMO (alpha / beta): -8.80 / -10.69 eV
⟨S²⟩: 3.772
energy: -39991.6144 eV
charge: +1

=====

Record 2
Below is the ion C4H3Cl2O3P with charge -2 in a non-equilibrium geometry, with properties calculated with ωB97M-V/def2-TZVPD.

Each line ends with the Löwdin charge.
Cartesian coordinates (Å):
C: 0.65 1.85 -0.39  -0.05
C: 0.51 -1.74 0.07  -0.66
C: 0.22 0.59 -0.17  -0.32
C: 1.07 -0.62 -0.24  -0.71
O: -1.33 -0.31 1.73  -0.46
O: -2.22 1.62 0.23  -0.47
O: -2.10 -0.87 -0.63  -0.46
P: -1.61 0.23 0.33  0.08
Cl: 1.18 -3.32 0.29  0.52
Cl: 2.86 -0.66 -0.48  0.47
H: -0.20 2.55 -0.25  0.03
H: 1.54 2.33 -0.74  0.01
H: -0.58 -1.65 0.25  0.02

Summary:
orbital gap: 5.3 eV
LUMO level: 5.2745 eV
HOMO: -0.04 eV
energy: -44673.3169 eV
charge: -2

=====

Record 3
Below is an isolated molecule of C5H7NO in a non-equilibrium geometry, with properties calculated with ωB97M-V/def2-TZVPD.

Each line ends with the Löwdin charge.
Cartesian coordinates (Å):
C: 0.96 -1.01 -1.16  -0.06
C: -0.29 -0.26 -0.61  -0.37
C: -0.35 -0.71 0.82  -0.07
N: -0.34 0.28 1.61  0.18
C: -0.36 1.70 0.78  -0.42
O: -0.50 2.66 1.51  0.02
C: -0.24 1.23 -0.53  -0.07
H: 0.94 -1.16 -2.25  0.08
H: 1.00 -1.96 -0.62  0.06
H: 1.90 -0.48 -0.89  0.09
H: -0.20 -1.75 1.12  0.14
H: -0.45 0.26 2.63  0.16
H: -0.78 1.72 -1.32  0.09
H: -1.30 -0.53 -1.09  0.18

Summary:
orbital gap: 7.7 eV
LUMO level: 0.2016 eV
HOMO: -7.54 eV
energy: -8833.9908 eV

=====

Record 4
Below is a structure of composition C31H44F3GeN4OSTa in a non-equilibrium geometry, with properties calculated with ωB97M-V/def2-TZVPD.

Each line ends with the Löwdin charge.
Cartesian coordinates (Å):
Ta: 0.07 0.16 -0.11  1.76
C: -2.38 3.27 2.77  -0.21
C: -2.53 1.75 2.95  -0.18
C: -2.65 0.98 1.62  -0.23
N: -1.64 -0.04 1.41  -0.11
C: -1.90 -1.26 1.84  -0.24
C: -2.89 -1.51 2.82  -0.01
C: -3.42 -2.68 3.31  -0.08
C: -3.23 -3.98 2.88  -0.11
C: -2.37 -4.39 1.87  -0.08
C: -1.40 -3.66 1.21  -0.02
C: -1.02 -2.31 1.30  -0.23
N: 0.11 -1.87 0.80  -0.09
C: 1.20 -2.79 0.61  -0.24
C: 2.48 -2.26 1.28  -0.15
C: 3.03 -1.01 0.58  -0.24
N: 2.21 0.15 0.80  -0.08
C: 2.45 0.97 1.80  -0.23
C: 3.38 0.67 2.83  -0.02
C: 3.93 1.44 3.83  -0.09
C: 3.85 2.81 4.01  -0.12
C: 3.11 3.68 3.23  -0.08
C: 2.13 3.41 2.30  -0.02
C: 1.62 2.19 1.79  -0.22
N: 0.46 2.11 1.16  -0.05
C: -0.39 3.29 1.13  -0.23
C: -0.95 3.72 2.50  -0.18
H: -3.03 3.60 1.96  0.11
H: -2.72 3.76 3.69  0.11
H: -1.66 1.38 3.50  0.12
H: -3.41 1.57 3.57  0.10
H: -3.65 0.52 1.54  0.12
H: -2.56 1.67 0.78  0.08
H: -3.26 -0.61 3.30  0.09
H: -4.12 -2.55 4.12  0.11
H: -3.82 -4.75 3.35  0.10
H: -2.43 -5.43 1.59  0.11
H: -0.84 -4.22 0.47  0.10
H: 0.98 -3.76 1.07  0.11
H: 1.38 -2.95 -0.46  0.09
H: 2.26 -2.03 2.32  0.11
H: 3.23 -3.05 1.24  0.11
H: 4.07 -0.84 0.88  0.12
H: 3.03 -1.19 -0.50  0.09
H: 3.69 -0.36 2.85  0.09
H: 4.57 0.90 4.52  0.11
H: 4.46 3.25 4.79  0.09
H: 3.28 4.74 3.42  0.11
H: 1.66 4.29 1.89  0.10
H: 0.15 4.12 0.66  0.11
H: -1.22 3.05 0.46  0.09
H: -0.30 3.34 3.29  0.11
H: -0.93 4.81 2.56  0.11
O: 1.22 -1.26 -1.89  -0.62
S: 1.01 -1.41 -3.36  1.00
C: 2.64 -0.89 -4.08  -0.27
C: 3.48 -2.12 -4.37  -0.23
C: 2.94 -3.26 -3.51  -0.24
C: 1.43 -3.18 -3.67  -0.28
H: 3.08 -0.23 -3.33  0.09
H: 2.43 -0.31 -4.98  0.09
H: 4.54 -1.93 -4.16  0.12
H: 3.39 -2.39 -5.42  0.11
H: 3.20 -3.12 -2.46  0.11
H: 3.33 -4.22 -3.84  0.12
H: 0.88 -3.78 -2.95  0.09
H: 1.11 -3.43 -4.68  0.10
C: -2.27 2.69 -3.27  -0.22
Ge: -2.34 0.72 -2.94  0.74
C: -4.31 0.35 -2.79  -0.24
C: -1.78 -0.14 -4.67  -0.25
C: -1.59 0.02 -1.30  -0.41
H: -3.03 2.93 -4.01  0.01
H: -1.31 3.01 -3.65  0.00
H: -2.49 3.25 -2.37  0.01
H: -4.86 0.62 -3.68  0.00
H: -4.73 0.93 -1.96  0.00
H: -4.50 -0.70 -2.58  0.00
H: -2.49 0.11 -5.45  0.01
H: -1.77 -1.22 -4.57  -0.01
H: -0.79 0.19 -4.96  -0.02
H: -2.42 -0.55 -0.88  -0.04
F: 2.16 1.69 -1.48  0.02
C: 0.81 1.54 -1.61  -0.67
F: 0.65 1.19 -2.94  -0.05
F: 0.31 2.80 -1.55  0.03

Summary:
orbital gap (alpha / beta): 6.8 / 6.8 eV
LUMO level (alpha / beta): -0.0239 / -0.0241 eV
HOMO (alpha / beta): -6.79 / -6.79 eV
energy: -117921.9048 eV

=====

Record 5
Below is a structure of composition C30H29AsFN4O8SbSe4Ti, with properties calculated with ωB97M-V/def2-TZVPD.

Each line ends with the Löwdin charge.
Cartesian coordinates (Å):
Ti: -0.25 0.02 0.46  0.76
O: 2.24 -3.20 1.51  0.06
C: 1.64 -2.30 0.96  -0.60
O: 0.40 -1.97 1.13  -0.29
C: 2.27 -1.49 -0.16  -0.16
C: 3.57 -1.50 -0.61  0.02
C: 3.86 -0.74 -1.74  -0.04
C: 2.85 -0.09 -2.44  0.01
C: 1.58 -0.13 -1.91  -0.17
N: 1.35 -0.77 -0.77  0.06
C: 0.29 0.46 -2.46  -0.57
O: 0.24 0.82 -3.63  0.05
O: -0.67 0.42 -1.61  -0.11
H: 4.33 -2.05 -0.06  0.12
H: 4.89 -0.68 -2.09  0.11
H: 3.04 0.46 -3.35  0.12
C: -1.19 7.33 1.74  -0.05
C: -0.21 7.15 0.60  -0.31
C: 1.12 7.81 0.93  -0.17
C: 2.05 7.74 -0.26  -0.14
C: 2.18 6.31 -0.72  -0.15
C: 3.29 5.89 -1.42  0.05
C: 3.46 4.55 -1.74  -0.27
F: 4.57 4.20 -2.43  0.04
C: 2.58 3.60 -1.32  0.04
C: 1.44 4.00 -0.64  -0.06
C: 0.51 2.98 -0.15  -0.29
O: 0.84 1.79 -0.23  -0.16
C: -0.75 3.46 0.32  -0.01
C: -0.90 4.80 0.53  0.02
N: 0.03 5.73 0.29  0.03
C: 1.21 5.35 -0.37  -0.13
C: -1.92 2.58 0.56  -0.55
O: -3.05 3.05 0.63  0.04
O: -1.68 1.32 0.75  -0.24
H: -1.23 8.39 1.99  0.08
H: -0.85 6.78 2.62  0.10
H: -2.20 7.02 1.50  0.07
H: -0.61 7.63 -0.30  0.15
H: 1.57 7.28 1.78  0.07
H: 0.94 8.85 1.22  0.11
H: 3.05 8.10 0.01  0.12
H: 1.68 8.38 -1.07  0.12
H: 4.07 6.60 -1.69  0.13
H: 2.77 2.54 -1.48  0.10
H: -1.84 5.13 0.94  0.13
C: -3.04 -1.73 2.80  -0.29
As: -1.36 -0.70 2.86  0.99
C: -0.37 -1.81 4.09  -0.29
C: -1.95 0.77 3.96  -0.29
H: -3.39 -1.96 3.80  0.02
H: -2.88 -2.67 2.26  0.01
H: -3.80 -1.16 2.27  0.02
H: -0.94 -1.92 5.02  0.03
H: 0.58 -1.33 4.29  0.01
H: -0.20 -2.77 3.62  0.03
H: -2.68 0.43 4.70  0.02
H: -2.39 1.52 3.31  0.02
H: -1.08 1.20 4.46  0.02
N: -5.82 -2.98 -3.02  0.16
C: -5.02 -3.68 -2.16  -0.50
O: -5.13 -4.88 -2.00  0.06
C: -3.97 -2.86 -1.45  -0.14
C: -2.80 -3.47 -1.05  0.02
C: -1.82 -2.71 -0.44  -0.08
N: -1.96 -1.40 -0.22  0.01
C: -3.10 -0.81 -0.59  -0.09
C: -4.13 -1.50 -1.20  0.00
H: -6.42 -3.53 -3.61  0.10
H: -5.54 -2.07 -3.34  0.10
H: -2.66 -4.53 -1.21  0.12
H: -0.89 -3.14 -0.10  0.12
H: -3.18 0.24 -0.37  0.11
H: -5.03 -0.97 -1.46  0.11
Se: 3.90 1.59 4.92  -0.29
Sb: 3.31 2.51 2.78  -0.29
Se: 1.15 0.78 2.37  0.29
Se: 4.86 2.14 0.96  -0.20
Se: 2.27 4.70 2.84  -0.16

Summary:
orbital gap: 5.1 eV
LUMO level: 3.4745 eV
HOMO: -1.61 eV
energy: -408526.1937 eV
charge: -2

=====

Energy relative to the best compared isomer or geometry (same formula, charge and spin) per entry: 498.8; 0.0; 213.4; 99.9; 18.5 kJ/mol